# 1
C26H22F6N7O4S2V | ωB97M-V with the def2-TZVPD basis set

Output
ΔE to the lowest compared entry with this formula, charge and spin: 39.3 kcal per mole
HOMO-LUMO gap (alpha / beta): 0.2534 / 0.2218 Ha
LUMO energy (alpha / beta): -0.100 / -0.102 Ha
E_HOMO (alpha / beta): -9.6261 / -8.7987 eV
⟨S²⟩: 0.770

Geometry as ORCA input:
```
! wB97M-V def2-TZVPD RIJCOSX def2/J DEFGRID3
* xyz 1 2
N -2.15305 -1.46314 0.25784
V -0.61235 -0.15244 0.13694
C -1.08145 0.20666 -4.39706
F -1.49705 1.05726 -5.31516
H 1.47915 1.73066 -1.15556
C -4.28575 -1.90594 -0.70246
C 4.52955 -1.12004 -1.88086
F -2.09325 3.69926 -0.76136
N -2.79625 0.69796 -2.41406
H 0.60605 5.36706 0.95554
H 2.31455 -2.61194 3.24414
H -2.39935 -1.85094 -1.74246
O -2.29285 1.21416 -0.03596
C 1.13865 3.65826 -0.23466
H 1.26015 0.38816 2.53594
H 5.98775 -0.04094 0.98004
F -3.32965 3.66436 -2.53926
C 2.33225 -3.58684 1.31994
F -4.22835 3.78866 -0.57806
H -5.95895 -1.86974 0.64304
H -2.27555 -0.71624 3.48894
C 1.81855 -3.52734 0.02984
F -1.79145 -0.91424 -4.49576
C 1.01035 2.28306 -0.35156
H -2.11005 1.44076 2.29924
C -2.72785 -1.34594 1.46294
C -0.15215 3.53446 1.76944
C 3.90395 0.09756 0.46104
C 5.54665 -0.88624 -0.95396
H 2.42655 -0.82234 -2.26236
O -0.71545 2.10966 -2.46806
C 1.96085 -2.59734 2.22364
H 2.05885 -4.28994 -0.69346
C -4.88915 -1.77354 0.53734
H -0.62285 3.98816 2.62764
N 7.95535 -1.60544 -1.45976
S -3.28175 1.37436 -1.08316
C 0.97805 -2.48484 -0.31506
H -1.26235 -2.02094 2.82934
C -2.91225 -1.74884 -0.79406
H 0.55505 -2.39664 -1.30786
H -4.86755 -2.10074 -1.58836
H -4.53485 -1.40494 2.62474
H 4.74615 -1.61494 -2.81376
C 3.24765 -0.69774 -1.56686
C 0.54165 4.29746 0.84034
C -1.04435 1.27196 2.48694
C -4.09255 -1.49914 1.64354
C 6.88025 -1.28494 -1.23216
O -0.48935 -0.25804 -1.95816
H -0.83165 1.49346 3.54434
C -3.23775 3.25136 -1.28436
C 1.11385 -1.58934 1.79954
H 3.60975 0.58126 1.38474
H 2.98755 -4.38844 1.62204
C 0.59985 -0.47614 2.66854
S -1.23735 0.79236 -2.61656
N -0.72825 -0.11394 2.15144
H 1.68255 4.21406 -0.98046
H 0.57075 -0.74294 3.73464
N 0.64155 -1.51554 0.54044
N 0.31345 1.56016 0.51544
C 5.22625 -0.25034 0.24564
O -4.61105 1.02326 -0.73316
C -0.25265 2.16956 1.56604
N 2.93315 -0.11514 -0.41616
F 0.19625 -0.10144 -4.62906
C -1.75655 -1.06954 2.58974
*
```

***

# 2
C5H11NO | ωB97M-V with the def2-TZVPD basis set

Output
ΔE to the lowest compared entry with this formula, charge and spin: 137.3 kcal per mole
HOMO-LUMO gap: 0.3178 Ha
LUMO energy: 0.009 Ha
E_HOMO: -8.4024 eV

Geometry as ORCA input:
```
! wB97M-V def2-TZVPD RIJCOSX def2/J DEFGRID3
* xyz 0 1
H 1.11378 2.71876 0.65110
H -0.77288 0.54832 -2.27899
H -1.95280 -0.08741 0.27866
H 1.36310 -0.04807 1.46518
C 0.46641 0.53522 1.24845
C -1.22365 -0.18457 -0.52129
H -0.56633 -3.55983 -0.28103
H 0.40389 1.37008 1.95837
H -0.11627 -1.62839 -1.70370
H -0.06694 1.56543 -0.81388
H -0.27258 -0.15479 1.65305
N -1.16664 0.81508 -1.37842
C -0.69659 -1.51825 -0.78835
H 2.91620 1.53682 0.14240
C -0.96823 -2.58464 -0.04515
H -1.62109 -2.52045 0.81915
O 2.18116 1.40934 -0.47842
C 0.97946 1.78734 0.07285
*
```

***

# 3
C23H30BrMnNOS2Se | ωB97M-V with the def2-TZVPD basis set

Output
HOMO-LUMO gap (alpha / beta): 0.2561 / 0.2628 Ha
LUMO energy (alpha / beta): -0.015 / -0.013 Ha
E_HOMO (alpha / beta): -7.3776 / -7.5124 eV
⟨S²⟩: 0.772

Geometry as ORCA input:
```
! wB97M-V def2-TZVPD RIJCOSX def2/J DEFGRID3
* xyz 0 2
H -5.05459 -3.56306 1.67623
H 5.20437 5.22825 -2.09016
H -0.15401 -0.72534 4.77330
C -0.78571 -1.03116 3.93633
C 2.41119 3.87104 -0.73417
C -2.61044 -2.72303 -0.42892
H 3.41380 3.08347 -3.89617
C 3.95361 6.19470 -0.63734
C 3.55786 3.98794 -1.51267
C 0.92060 -0.02563 2.45182
C -0.84590 -1.68750 1.52939
C -1.88690 -1.57453 -0.62363
H 0.30094 0.85217 2.29124
H -3.62853 -6.15119 2.55198
C -2.93455 -5.71812 -0.01342
H 2.51659 6.88713 0.80231
H -3.27758 -4.55994 3.22286
H 1.73226 -2.16432 3.77717
H 3.32410 3.25713 -5.66049
H -3.26932 -3.08001 -1.21032
H -3.17354 -5.37038 -1.01897
C 2.50979 4.93852 -4.55541
Se 1.45171 2.21266 -0.56618
Br -2.00320 -0.59414 -2.27689
H -3.49840 -6.63563 0.17079
C 0.07990 -1.27947 2.68980
H 1.54792 0.15769 3.32889
H -5.04981 -3.96715 -0.04484
C -1.58994 -2.85302 1.70631
S 0.96573 5.01061 -3.58030
C -4.78499 -4.33035 0.94872
H 2.32634 5.43216 -5.50795
C 4.31471 5.15068 -1.47558
H 1.14596 4.83943 0.69498
O -0.44104 0.15820 0.00288
N 1.50413 2.79510 -4.72767
C -3.01651 -5.25664 2.42429
C -2.47628 -3.39161 0.78126
H -5.37991 -5.22374 1.15270
C 2.80458 3.45556 -4.72371
C 0.58575 3.36283 -3.92767
H -1.97174 -5.55142 2.53806
H -1.50812 -0.23641 3.74257
C 2.03537 4.93223 0.08523
H 0.53216 -3.35056 3.25167
H 4.57176 7.08073 -0.57235
H 1.48741 1.78358 -4.73866
H 1.65172 -2.64859 2.07658
H -1.33437 -1.92692 4.23160
H 3.28871 5.46164 -4.00722
H -1.86981 -5.95425 0.02301
C 2.80791 6.08213 0.13934
H -1.46676 -3.37471 2.64521
H 3.86866 3.15022 -2.12530
Mn -0.37055 1.26521 -1.52986
C 1.05461 -2.43680 2.96523
S -0.76058 2.52941 -3.36868
C -1.01346 -0.97834 0.31059
H 1.57302 -0.13791 1.58979
C -3.28659 -4.65853 1.04241
*
```

***

# 4
C3H7NOS2 | ωB97M-V with the def2-TZVPD basis set

Output
ΔE to the lowest compared entry with this formula, charge and spin: 37.9 kcal per mole
HOMO-LUMO gap: 0.3204 Ha
LUMO energy: 0.011 Ha
E_HOMO: -8.4083 eV
SMILES: N[C@@H](C=O)CSS

Geometry as ORCA input:
```
! wB97M-V def2-TZVPD RIJCOSX def2/J DEFGRID3
* xyz 0 1
H -1.13842 -0.53755 -1.04701
H 0.86447 0.21673 -1.88045
H -0.05182 1.65596 0.68664
C -1.17464 0.08623 -0.14594
N 1.00802 0.01778 1.08230
C 0.18341 0.74488 0.13621
C 0.91226 1.06486 -1.16118
H 1.71561 0.63413 1.46215
O 1.42945 2.11926 -1.38635
H 1.49755 -0.79698 0.72856
S -1.98133 -0.86100 1.13535
H -1.85283 0.85848 -0.51380
H -0.49035 -2.51793 -0.17706
S -0.92137 -2.68484 1.08058
*
```

***

# 5
C10H13O2 | ωB97M-V with the def2-TZVPD basis set

Output
ΔE to the lowest compared entry with this formula, charge and spin: 5.7 kcal per mole
HOMO-LUMO gap (alpha / beta): 0.3599 / 0.2220 Ha
LUMO energy (alpha / beta): 0.030 / -0.108 Ha
E_HOMO (alpha / beta): -8.9871 / -8.9866 eV
⟨S²⟩: 0.758

Geometry as ORCA input:
```
! wB97M-V def2-TZVPD RIJCOSX def2/J DEFGRID3
* xyz 0 2
H 3.69756 -1.24024 0.07115
C 0.59140 -0.33684 1.12643
C 1.81518 -0.26327 0.45434
H 1.38523 1.60922 -0.57894
H -2.67447 -0.76726 -1.70960
C 0.34015 -1.42939 1.93405
H 1.14982 -3.18005 2.89803
H 2.68060 1.70403 0.59977
H -3.84949 -0.76194 -0.48984
C -3.45439 -0.14224 -1.29237
C -2.84673 1.11066 -0.61478
C 1.29921 -2.40994 2.14860
C -1.66256 1.64276 -1.35987
O -1.21307 1.07690 -2.38299
H -0.65045 -1.59661 2.34570
H -3.63655 1.84241 -0.47695
C 2.48584 -2.33954 1.43305
H 3.15836 -3.19147 1.49660
C 2.22225 1.05101 -0.14701
H -0.20325 0.34872 0.86837
H -4.24623 0.05452 -2.01106
O -1.00873 2.64646 -1.02941
H 2.89470 1.00827 -0.99924
H -2.52709 0.80559 0.37146
C 2.73330 -1.29816 0.55497
*
```

***

# 6
C16H22N2O2 | ωB97M-V with the def2-TZVPD basis set

Output
ΔE to the lowest compared entry with this formula, charge and spin: 421.7 kcal per mole
HOMO-LUMO gap: 0.3127 Ha
LUMO energy: 0.020 Ha
E_HOMO: -7.9660 eV

Geometry as ORCA input:
```
! wB97M-V def2-TZVPD RIJCOSX def2/J DEFGRID3
* xyz 0 1
O 2.40252 2.20548 -0.47443
C 3.53482 1.63553 -1.18870
H 0.99022 -0.26975 -0.28186
C 3.10146 -1.68283 0.52547
N 2.93157 -0.47214 0.23940
H 1.50819 2.05327 1.42291
H -5.62756 0.24539 1.66535
H -6.56616 0.10071 -0.03462
C 2.16584 -2.43284 -0.37085
H 2.40349 0.32758 2.32115
H -5.00599 -1.64461 -0.99790
C 2.41245 1.93643 1.08839
H -4.92776 2.23641 0.54849
H 4.11418 0.74490 1.69024
C -3.33078 -0.45545 -0.22214
C 0.82075 -2.33035 -0.27326
C 3.11054 0.76210 1.34514
H 2.73151 -1.94746 1.71158
H -2.02921 -2.27315 -0.06951
C 3.75434 0.01860 -0.87017
H 2.30116 -3.55408 -0.06688
C -2.16382 -1.12978 -0.24840
H -5.04464 1.72846 -1.20960
C -4.74848 -0.84225 0.08441
H -2.26188 2.75904 -0.37648
C -0.96563 0.78972 -0.60296
H 3.47039 1.93438 -2.09968
H 4.80810 -0.12823 -0.63302
C -5.50907 0.27394 0.48960
N 0.48461 -0.92625 -0.42258
C -4.74683 1.22913 -0.08833
H -0.12082 1.51614 -0.68535
C -3.45280 0.78254 -0.05145
H -4.83694 -1.73552 0.71268
H 3.53697 -0.20203 -1.71017
C -2.25774 1.54883 -0.34604
H 3.92540 -1.97961 0.73474
C -0.88150 -0.45365 -0.35311
H 3.11755 2.80156 1.64830
H 4.45589 2.23242 -0.85069
H 2.44346 -2.15944 -1.70311
O -0.04779 -3.24310 0.00346
*
```

***

# 7
C6H12 | ωB97M-V with the def2-TZVPD basis set

Output
ΔE to the lowest compared entry with this formula, charge and spin: 128.0 kcal per mole
HOMO-LUMO gap: 0.2950 Ha
LUMO energy: 0.025 Ha
E_HOMO: -7.3509 eV

Geometry as ORCA input:
```
! wB97M-V def2-TZVPD RIJCOSX def2/J DEFGRID3
* xyz 0 1
H 2.21570 -0.13555 1.33462
H -3.04183 0.73267 0.82143
H 2.95541 1.36285 0.62589
C 0.94934 0.74582 -0.16244
C 0.00086 -0.27038 -0.22554
H -1.94054 1.88731 0.34806
H -2.02315 -0.90860 -0.58138
C 2.33650 0.41492 0.31256
H -1.40425 0.53907 1.50896
C -1.97117 0.85882 0.66489
H 1.11158 -2.17787 0.34279
H -1.57467 0.57977 -1.47880
H 2.97218 -0.30078 -0.39462
H -0.61919 -2.40122 0.06843
H 0.10649 -1.03704 -1.45874
C 0.21987 -1.74578 -0.08786
C -1.51357 0.04513 -0.51487
H 1.11126 1.56818 -1.05705
*
```